(1)
Entry from the Open Molecules 2025 dataset: a molecular structure, C36H48BF3N9S4Ti (ωB97M-V with the def2-TZVPD basis set).

Properties
**Relative energy (zero: lowest compared OMol25 entry of this formula, charge and spin)**: 4.4 kJ/mol
**Total energy**: -4660.10938 hartree
**Net charge**: +1
**Highest occupied orbital energy**: -9.87 eV
**HOMO-LUMO gap**: 7.23 eV

XYZ file:
```
102
Properties=species:S:1:pos:R:3:forces:R:3
Ti 0.59009 0.17911 -0.34087 0.20 0.29 0.11
S 0.32824 -2.21981 0.25401 0.07 0.06 0.22
S 2.52075 0.60873 1.31442 -0.08 -0.04 0.03
S -1.78716 0.86771 -0.52887 0.04 0.01 0.05
S 0.98925 2.48918 -1.01081 0.02 -0.05 -0.17
F 4.68924 4.47330 -2.76611 0.00 0.00 0.00
F 3.45505 4.55457 -0.99431 0.00 0.00 -0.04
F 2.53760 4.45933 -2.95426 0.02 0.00 0.01
N -2.17654 -0.22430 3.18733 0.02 0.00 -0.04
N 0.37731 1.47203 2.52280 -0.07 -0.23 -0.05
N -0.43091 2.21661 3.27370 0.04 0.04 -0.04
N 2.52736 0.46451 -1.49386 -0.14 0.00 0.14
N -1.72807 0.16260 1.99485 -0.06 -0.02 -0.01
N -0.53326 -0.68072 -4.63943 0.04 -0.01 -0.07
N 0.60794 -0.83970 3.91072 -0.01 -0.02 -0.01
N 0.11878 -0.66266 -2.27208 -0.14 0.02 -0.13
N 0.37158 -1.02901 2.61363 0.00 0.01 -0.01
C -0.18430 -0.66739 -3.38985 0.00 0.01 0.16
C 2.48000 1.80411 -1.59929 0.03 0.05 -0.11
C 1.13696 -3.14028 4.05671 0.00 0.01 -0.06
C 1.05047 -0.13652 6.45899 0.01 0.01 0.01
C 0.53812 -2.18131 1.97445 -0.01 -0.11 -0.16
C -2.28249 3.80300 4.42932 -0.04 0.01 0.00
C 3.58756 -0.22259 -1.91192 0.08 -0.02 -0.02
C 0.91227 -3.33130 2.72549 -0.02 0.09 0.05
C -4.36177 0.28715 2.44545 0.03 0.00 -0.02
C -3.33699 0.23286 5.85906 0.04 -0.01 0.03
C -5.39869 -0.82402 4.91773 -0.03 0.02 -0.01
C 1.06963 -4.65380 2.05126 0.01 -0.01 0.01
C -0.82800 4.00876 4.84700 0.02 -0.03 0.04
C 4.68435 0.39561 -2.47713 -0.08 0.02 0.03
C 2.32971 2.61440 3.22148 -0.10 -0.01 0.00
C -2.50737 0.55707 0.99068 -0.08 0.04 -0.02
C 1.69897 1.61915 2.42664 -0.02 0.09 0.08
C 3.57167 2.49825 -2.13855 0.02 -0.03 -0.01
C 2.79947 -1.91586 6.32671 0.02 -0.01 0.03
C 1.50620 3.37905 3.99382 -0.02 -0.05 -0.06
C -1.93385 -0.86635 -5.01517 -0.01 0.00 0.00
C 3.80823 2.80026 3.15077 0.02 0.02 0.02
C 1.00104 -1.85358 4.63082 -0.03 -0.02 0.02
C -3.26442 -2.11393 4.99154 0.01 -0.01 0.01
C 0.44519 -2.50172 6.97233 -0.03 -0.03 0.02
C -3.88011 -0.72320 4.79072 0.00 -0.01 -0.01
C 3.55912 4.00150 -2.21532 -0.04 0.02 0.04
C -3.90797 0.67884 1.22101 0.10 -0.04 0.07
C -0.64359 3.56068 6.30552 0.00 0.01 -0.02
C -3.46014 -0.20342 3.42022 -0.05 0.03 0.01
C -4.80200 1.18639 0.14053 -0.03 0.00 -0.03
C 4.66910 1.78299 -2.57879 0.02 -0.05 -0.01
C 0.45721 -0.43253 -5.68676 -0.02 0.00 0.01
C 1.31651 -1.59581 6.09431 0.03 0.01 -0.01
C -0.47228 5.49399 4.71716 -0.03 0.05 0.03
C 0.10288 3.17058 3.98777 0.06 0.02 -0.01
B -0.18165 0.20538 1.80528 0.15 -0.11 -0.01
H 0.67327 -2.32273 8.02396 0.01 0.00 0.00
H -0.91744 2.51070 6.42749 -0.01 0.01 -0.01
H 0.39159 3.68220 6.63130 0.01 0.00 0.01
H 4.32476 1.85908 3.34395 0.00 0.00 0.01
H 0.51465 5.72307 5.12061 0.01 -0.01 -0.01
H -0.50534 5.82560 3.67794 0.00 -0.02 -0.01
H 1.33564 -5.42447 2.77191 0.00 0.00 -0.01
H -4.46531 2.16445 -0.20594 0.00 0.00 0.00
H -3.53395 -2.49733 5.97715 0.00 0.00 0.00
H -5.82872 1.26435 0.49227 0.00 0.00 0.00
H 3.43754 -1.28431 5.70586 -0.01 0.01 0.00
H 1.27576 0.01535 7.51572 0.00 0.00 0.00
H 0.62088 -3.56070 6.77584 0.00 0.00 -0.01
H -1.27473 4.16055 6.96306 -0.01 0.00 0.00
H -4.77083 0.51833 -0.72204 0.00 0.01 0.00
H 0.18428 0.46154 -6.24751 0.00 0.00 0.00
H -5.41948 0.34061 2.66304 0.00 -0.01 0.01
H -2.25342 0.32462 5.76773 0.01 0.00 0.00
H -2.92723 4.40314 5.07350 0.00 0.00 0.00
H 3.54334 -1.29682 -1.77501 0.00 0.00 -0.01
H 1.84349 -4.59703 1.28440 0.00 0.00 0.00
H 0.00864 0.13215 6.28319 -0.01 0.00 -0.01
H 1.43819 -3.97697 4.67405 0.01 0.01 0.01
H 3.05660 -1.73786 7.37191 0.00 0.00 0.00
H 5.51480 2.30932 -2.99968 0.00 0.00 0.01
H -2.29007 0.01579 -5.54743 -0.01 -0.01 0.00
H -0.61596 -2.29682 6.81771 0.00 0.01 -0.01
H -2.17761 -2.06947 4.91787 0.00 0.01 0.00
H -1.19339 6.08723 5.28133 0.00 0.00 0.00
H -2.03107 -1.74318 -5.65520 0.00 0.01 0.00
H 3.03133 -2.95834 6.10159 0.00 0.00 0.00
H 1.43279 -0.28469 -5.23090 0.00 0.00 -0.02
H -2.57801 2.75830 4.51432 0.02 0.00 0.00
H -3.77472 1.22822 5.76329 -0.02 -0.01 0.00
H -3.62886 -2.81938 4.24181 -0.01 0.01 -0.01
H 0.14611 -4.93899 1.54599 0.00 0.00 0.00
H 4.13908 3.54652 3.87052 0.01 0.00 -0.01
H -2.53013 -1.00743 -4.11776 -0.01 0.00 -0.01
H -3.57358 -0.14720 6.85466 0.00 0.00 0.00
H 1.92681 4.16567 4.60650 0.00 -0.01 0.01
H 5.52928 -0.18607 -2.81325 0.01 0.01 0.00
H -5.88127 0.15330 4.85328 0.00 0.00 0.00
H 1.66927 0.54305 5.87126 0.01 0.00 -0.01
H -2.44483 4.11338 3.39595 0.01 0.00 -0.01
H -5.82829 -1.47583 4.15406 0.01 0.00 0.00
H -5.65254 -1.24610 5.89033 0.01 0.00 0.01
H 0.50052 -1.28770 -6.36110 0.00 0.01 -0.01
H 4.09737 3.11847 2.14713 -0.01 -0.01 0.00
```
Forces are in eV/Å.

=====

(2)
Entry from the Open Molecules 2025 dataset: 6 unconnected molecules or ions with the total composition C12H36N2O6 (ωB97M-V with the def2-TZVPD basis set).

Properties
**Relative energy (zero: lowest compared OMol25 entry of this formula, charge and spin)**: 311.7 kJ/mol
**Total energy**: -1039.55213 hartree
**SMILES**: NC(N)=O.CC(C)O.CC(C)O.CC(C)O.CO.CO
**Highest occupied orbital energy**: -8.49 eV
**HOMO-LUMO gap**: 8.54 eV

XYZ file:
```
56
Properties=species:S:1:pos:R:3:forces:R:3
O -23.90500 -15.95500 -9.66300 6.20 0.31 -0.48
O -18.26400 -14.33400 -12.21900 5.85 4.77 8.03
O -23.06000 -12.33200 -10.94000 0.63 -0.28 -1.51
O -22.34600 -17.42300 -4.65400 -0.52 -0.46 0.52
O -19.09500 -15.26200 -9.56300 -2.38 -6.33 -5.89
O -17.85000 -17.59300 -10.13700 5.89 7.82 0.49
N -21.92100 -14.74300 -9.71200 3.46 5.78 -0.60
N -21.79300 -16.88600 -9.40600 1.32 -3.06 0.45
C -18.43700 -18.69600 -10.24500 -4.92 -6.65 -1.24
C -18.63400 -13.00600 -9.30800 1.68 0.44 -1.28
C -20.30400 -15.11500 -12.56100 -1.08 -3.01 -1.07
C -23.63000 -13.18100 -11.99600 1.47 0.81 -1.11
C -21.71900 -17.19600 -5.86500 -1.36 -0.40 -1.85
C -18.83700 -15.03100 -13.06400 -6.30 -0.89 -6.78
C -19.44100 -14.44900 -7.42100 -1.24 -0.80 -0.66
C -18.62300 -14.42500 -8.76000 2.70 6.04 7.07
C -17.88300 -19.74500 -11.22200 0.66 0.12 -0.26
C -18.20400 -16.29700 -13.48200 -0.16 -1.04 -1.83
C -22.51900 -15.85000 -9.64100 -10.09 -1.26 0.38
C -18.62300 -19.30900 -8.89300 -0.20 -3.23 -1.90
H -22.20800 -11.97200 -11.30500 -1.33 -0.43 0.48
H -20.62000 -14.35500 -11.87800 0.18 1.24 -0.26
H -18.45500 -15.98500 -9.44500 -1.17 -1.03 -1.32
H -18.70500 -20.44600 -11.52200 1.05 0.22 0.64
H -17.28400 -16.22100 -14.11800 -0.97 0.28 0.35
H -19.15600 -20.29200 -8.92500 0.38 0.84 0.15
H -22.29400 -13.90800 -10.16400 -0.64 -0.36 0.69
H -23.18900 -14.17300 -11.99100 -0.06 -0.19 0.24
H -18.94800 -14.33400 -13.94000 0.21 -0.88 -0.28
H -20.82000 -16.78800 -9.23700 0.64 -0.14 0.06
H -18.99400 -16.89200 -13.98200 0.68 0.06 -0.10
H -16.95300 -20.20000 -10.76900 -1.15 -0.13 -0.46
H -17.60400 -14.77500 -8.60500 0.75 0.96 1.03
H -17.54600 -19.28500 -12.16100 -0.15 0.13 0.19
H -16.90600 -17.67700 -9.94500 0.07 -0.02 0.01
H -20.92000 -14.63000 -9.46800 -1.40 -0.69 -0.55
H -17.91200 -16.83000 -12.62800 0.38 -0.94 1.45
H -22.29000 -17.70800 -9.15800 -0.11 -0.61 0.20
H -24.68500 -13.26000 -11.96500 -0.99 0.05 0.91
H -19.03600 -14.95400 -6.59700 1.37 -1.27 0.91
H -21.70200 -18.14200 -6.41500 0.37 0.11 0.02
H -20.44200 -14.98900 -7.52200 1.10 1.08 -0.26
H -19.56800 -13.49200 -6.99100 -0.60 1.30 0.04
H -21.92400 -16.84400 -4.04300 0.11 0.53 1.01
H -20.38900 -15.97800 -11.86100 -0.09 -0.09 -0.65
H -20.77500 -16.75100 -5.78000 1.82 0.19 0.32
H -21.05300 -15.24500 -13.39600 0.65 0.05 1.00
H -23.45100 -12.77300 -13.01800 0.25 0.07 0.71
H -18.56400 -14.63100 -11.33500 0.67 0.34 -0.22
H -17.80900 -12.84600 -10.04400 -0.19 -0.42 0.51
H -19.46900 -12.97400 -10.01200 -0.62 0.80 0.65
H -22.26000 -16.49000 -6.50100 -0.44 0.02 -0.01
H -19.37600 -18.36400 -10.65600 -1.19 -0.60 -0.25
H -19.02300 -18.68500 -8.21000 -1.94 2.22 2.10
H -18.45600 -12.19000 -8.57300 -0.94 -0.64 -0.45
H -17.65100 -19.46200 -8.53100 1.69 -0.73 0.64
```
Forces are in eV/Å.